# 1
ORCA calculation (ωB97M-V/def2-TZVPD) on a structure of composition C30H44N4P2ReSi.

HOMO energy (alpha / beta) = -12.30 / -12.30 eV
spin multiplicity = 4
electronic energy = -66344.65674 eV
net charge = +2

Each line ends with the Löwdin spin population.
Cartesian coordinates (Å):
Re -0.33835 -0.24563 1.36848  1.90
P -1.90388 -0.03063 -0.98761  0.06
P 1.76383 -1.09223 -0.99773  0.02
Si -0.35456 -0.71263 3.99270  -0.03
N -1.85461 1.30411 -2.27173  0.01
N 3.14962 -0.16558 -1.59254  0.00
N 2.29285 -2.53527 -2.12845  0.01
N -3.51904 -0.76192 -2.18217  0.05
C -0.80661 -1.15289 -1.89883  0.01
C 3.25286 0.70793 -2.68285  0.00
C 1.19409 2.50098 3.27843  0.00
C -4.28507 -0.18923 -3.19227  0.34
C 0.90850 1.38219 0.92899  -0.03
C 5.29730 0.51587 -1.71702  0.00
C -1.42506 1.25073 -3.60617  0.01
C 2.84699 -3.72138 -1.65350  0.00
C 1.06905 1.20567 2.40814  -0.07
C -2.15853 -1.03920 4.62359  0.00
C 0.31896 0.35222 5.48203  -0.01
C 0.48886 -2.30912 4.66144  -0.01
C 4.57247 1.15443 -2.75649  0.00
C -1.66303 2.00307 2.38716  0.01
C 4.42674 -0.30422 -1.02689  0.00
C -1.31033 2.72752 1.09257  0.00
C -0.08897 3.22962 3.82202  0.01
C 0.13711 2.61217 0.49515  0.00
C -4.79602 -2.39264 -3.17839  0.12
C 2.49471 -2.51494 -3.50770  0.00
C -2.58089 3.19525 -3.31976  0.00
C 0.53231 -0.42081 -2.11875  0.00
C -5.09168 -1.16215 -3.81908  0.12
C 3.12171 -3.70006 -3.90671  0.00
C -2.64791 2.45814 -2.15166  0.00
C -3.81270 -2.11279 -2.21433  0.34
C -1.77285 2.43673 -4.25968  0.00
C 3.34346 -4.46813 -2.72251  0.00
C 0.46505 -2.09244 1.56065  0.02
C -1.37044 2.54945 3.60178  0.04
H -2.88663 -0.64824 3.90551  0.00
H 1.20849 -2.34593 2.32042  0.01
H 6.34653 0.66109 -1.48473  0.00
H -1.47674 3.80258 1.27173  0.00
H -0.87591 0.41779 -4.01338  0.00
H -2.34847 -0.59362 5.61797  0.00
H -1.23706 -1.48188 -2.85923  0.00
H -2.45535 1.21508 2.34106  0.01
H 4.57686 -0.91567 -0.15989  0.00
H -2.07672 2.40393 4.44165  0.00
H -3.30531 -2.80546 -1.56468  0.01
H 1.48574 -2.45550 4.23000  0.00
H 0.83322 -0.52022 -3.16369  0.00
H 1.85349 1.11462 0.37617  0.00
H 0.47467 0.64886 -1.87040  0.00
H 2.41259 0.96816 -3.29338  0.00
H 0.03119 2.65314 -0.59899  0.00
H 0.03524 3.42805 4.88858  0.00
H 1.40375 0.25272 5.52034  0.00
H -4.22917 0.86419 -3.42391  0.01
H 3.81060 -5.44390 -2.66810  0.00
H -1.51393 2.68355 -5.28633  0.00
H 2.18560 -1.66696 -4.09678  0.00
H -0.40224 -2.77986 1.72294  0.01
H 0.09478 1.41145 5.42467  0.00
H -0.13167 -0.02890 6.41703  0.00
H -0.12189 4.22198 3.33491  0.00
H -5.82244 -0.96729 -4.59143  0.00
H -5.26673 -3.34505 -3.36507  0.00
H -3.08473 4.13850 -3.50658  0.00
H 2.85504 -3.92404 -0.58788  0.00
H -0.71753 -2.09870 -1.31111  0.00
H -0.10110 -3.19929 4.37200  0.00
H 1.85734 2.21718 4.10678  0.00
H -3.22753 2.66022 -1.26159  0.00
H 1.76229 3.27696 2.72500  0.00
H 4.94068 1.85708 -3.48972  0.00
H -2.01727 2.48375 0.28045  0.00
H 3.38420 -3.98494 -4.91089  0.00
H 0.90567 -2.32638 0.55934  0.02
H -2.31742 -2.13327 4.67225  0.00
H 0.69115 3.51822 0.76641  0.00
H 1.97390 0.59590 2.63340  0.01
H 0.59685 -2.29208 5.76882  0.00

---

# 2
ORCA calculation (ωB97M-V/def2-TZVPD) on a cluster of 5 separate species, C30H44N7O5 in total.

HOMO energy = -21.05 eV
electronic energy = -52440.24568 eV
relative energy (zero: lowest compared OMol25 entry of this formula, charge and spin) = 0.0 kJ/mol
net charge = +5

Each line ends with the Mulliken charge.
Cartesian coordinates (Å):
O -6.02177 -0.69749 -1.12920  -0.37
O -2.33825 4.89952 1.14041  -0.40
O -1.24982 -0.13148 -0.52486  -0.80
O -2.53395 1.17817 0.58898  -0.78
O -0.40650 1.47687 0.72791  -0.86
N -1.38422 0.82420 0.27988  1.32
N 1.27428 -8.96331 -2.82499  -0.04
N -4.09927 -1.47845 -0.10502  0.11
N 2.73284 7.55999 1.19311  0.03
N 2.03616 -3.40213 1.34664  0.14
N 0.49196 2.01363 -2.42294  0.23
N -1.53390 3.33829 2.62544  0.39
C 1.10575 -3.32920 0.38854  -0.21
C 1.20563 -10.17406 -3.71345  -0.82
C -5.49006 -0.81648 -0.08721  0.73
C 1.21944 4.10441 -0.76749  1.13
C 2.67582 5.20410 0.98761  -0.66
C -1.17448 5.80847 3.03099  -1.30
C 1.68202 1.95792 -1.79673  -0.38
C 2.04877 3.01746 -1.00085  -0.90
C 1.44056 -7.76247 -3.40742  -0.40
C 1.26856 6.56726 -0.37318  -0.55
C 1.68569 5.29583 -0.00619  1.03
C 2.20087 -2.29276 2.31393  -0.87
C -0.01887 4.05507 -1.39850  -0.53
C 2.79462 -4.50962 1.49574  -0.36
C 2.67858 -5.53871 0.59910  -0.64
C 1.42687 -7.96416 -0.69929  -0.72
C 1.56975 -6.60790 -2.67489  -0.62
C -6.01837 -0.42574 1.24919  -1.06
C -0.37223 3.01967 -2.23828  -0.52
C -3.98762 -2.60849 -1.07316  -0.76
C 3.13539 6.33544 1.60202  -0.47
C 1.83802 7.68133 0.21281  -0.52
C 3.33124 8.77018 1.81790  -0.81
C 0.19418 1.00270 -3.48914  -0.96
C 1.72232 -5.49695 -0.41888  0.55
C 1.59011 -6.71331 -1.27861  0.70
C 0.92436 -4.35596 -0.52743  -0.81
C -2.75112 2.71260 3.27314  -0.77
C -1.76830 4.75281 2.16545  0.69
C 1.29690 -9.08587 -1.49350  -0.14
H 2.32961 1.11254 -1.96583  0.53
H -0.73687 4.84599 -1.21444  0.30
H -2.74721 2.94546 4.33032  0.40
H 3.01587 4.23856 1.33546  0.47
H -0.07893 5.79658 2.97533  0.29
H 1.31822 -10.09039 -1.09291  0.42
H -0.06750 0.07462 -2.98725  0.29
H 2.13249 -10.23322 -4.27564  0.38
H -4.34258 -2.27835 -2.04278  0.37
H -1.50925 5.72578 4.06611  0.43
H -0.71843 3.26856 3.23748  0.44
H 1.57636 8.69599 -0.05883  0.44
H 1.57038 -8.08383 0.36676  0.53
H 4.27870 8.95122 1.30308  0.39
H -6.91314 0.17339 1.10896  0.36
H -2.93755 -2.88087 -1.14868  0.20
H 3.58738 8.56198 2.85145  0.33
H -4.54056 -3.45102 -0.67100  0.38
H -0.60563 1.40913 -4.09527  0.33
H 1.46893 -7.76113 -4.48983  0.50
H -1.25687 2.76547 1.78587  -0.03
H -1.41491 6.79772 2.64483  0.38
H 3.37371 -6.36525 0.66288  0.63
H -2.74292 1.66082 3.01312  0.29
H -1.33763 2.99795 -2.72169  0.44
H 0.35723 -10.01565 -4.37388  0.38
H 3.26582 -2.14793 2.48128  0.39
H -3.91020 -1.85511 0.82886  0.44
H 3.03501 2.93961 -0.55749  0.47
H 1.66308 -2.49270 3.23477  0.33
H -3.36802 -0.74627 -0.17971  0.05
H 2.69038 9.62961 1.66308  0.32
H -6.29570 -1.31920 1.81678  0.40
H 3.54404 -4.51397 2.27525  0.45
H 1.04837 -11.04441 -3.08747  0.28
H 0.55391 6.67850 -1.17670  0.58
H 1.86028 -1.37509 1.83928  0.25
H 3.86231 6.29765 2.40187  0.45
H -3.61742 3.12537 2.75979  0.36
H -5.28857 0.15304 1.81905  0.21
H 0.54159 -2.40947 0.29118  0.63
H 0.18706 -4.21335 -1.30424  0.53
H 1.66070 -5.64158 -3.14738  0.51
H 1.08649 0.85189 -4.08947  0.43

---

Question: The lowest electronic energy belongs to which entry?
Answer: C30H44N4P2ReSi

---

Question: What is the net charge in the first record?
Answer: +2